Molecular formula: C3H14NO3
Method: DFT, ωB97M-V/def2-TZVPD

ORCA input file:
```
! wB97M-V def2-TZVPD RIJCOSX def2/J DEFGRID3
* xyz 1 1
C 0.89 -0.72 -1.35
C 0.72 -1.86 -0.31
C 1.21 -1.39 1.07
O 0.23 -0.46 1.57
N -0.15 0.33 -1.11
H 0.73 -1.16 -2.33
H 1.88 -0.28 -1.33
H -0.32 -2.17 -0.38
H 1.31 -2.71 -0.65
H 1.34 -2.23 1.74
H 2.10 -0.81 0.85
H -0.36 -0.92 2.19
H -0.35 0.32 -0.10
H -1.11 0.12 -1.41
H 0.12 1.24 -1.45
H 0.10 3.52 0.25
H 1.32 2.73 -0.26
O 0.41 2.63 0.04
H -3.65 0.78 0.24
H -2.30 0.98 0.89
O -2.71 0.60 0.10
*
```

## Properties
HOMO level (eV): -14.46
LUMO level (eV): -2.899
Energy (eV): -10964.5400
Energy above the lowest of the compared OMol25 structures with the same formula, charge and spin (kcal per mole): 10.8
Kohn-Sham gap (eV): 11.6